C28H42BrN2OSi3Ti as an isolated structure, computed with the ωB97M-V functional and the def2-TZVPD basis.

Structure (ORCA input):
```
! wB97M-V def2-TZVPD RIJCOSX def2/J DEFGRID3
* xyz 1 3
Ti -1.183 -0.144 -0.540
C -0.793 -5.959 -0.227
C -1.294 -4.548 -0.359
C -2.662 -4.254 -0.458
C -3.109 -2.952 -0.562
C -2.158 -1.935 -0.576
Br -3.006 1.526 -0.803
N -0.863 -2.226 -0.491
C -0.414 -3.484 -0.378
H -1.600 -6.675 -0.369
H -0.363 -6.130 0.761
H -0.019 -6.172 -0.964
H -3.374 -5.072 -0.445
H -4.164 -2.723 -0.628
H 0.656 -3.630 -0.298
C 3.905 0.377 0.626
Si 2.067 0.344 1.020
C 1.678 -1.385 1.660
C 1.728 1.532 2.425
C 1.210 0.815 -0.606
Si 0.934 2.686 -0.919
C 2.644 3.452 -0.724
C -0.181 3.564 0.302
C 0.270 3.035 -2.633
Si 1.760 -0.141 -2.141
C 3.155 0.764 -3.007
C 2.336 -1.905 -1.856
C 0.293 -0.224 -3.339
C 0.458 -0.326 -4.715
C -0.653 -0.412 -5.540
C -1.915 -0.394 -4.969
C -2.016 -0.291 -3.595
N -0.944 -0.210 -2.801
H 4.452 0.145 1.545
H 4.245 1.352 0.276
H 4.181 -0.375 -0.115
H 1.870 -1.384 2.737
H 2.336 -2.139 1.226
H 0.650 -1.701 1.504
H 2.295 1.190 3.295
H 0.675 1.559 2.709
H 2.049 2.551 2.209
H 2.964 3.459 0.319
H 2.554 4.495 -1.042
H 3.424 2.988 -1.323
H -0.023 3.277 1.339
H -1.231 3.431 0.051
H 0.046 4.631 0.219
H 0.866 2.619 -3.446
H 0.251 4.121 -2.763
H -0.756 2.678 -2.736
H 4.032 0.835 -2.362
H 2.890 1.763 -3.349
H 3.446 0.172 -3.879
H 2.599 -2.121 -0.822
H 3.221 -2.096 -2.466
H 1.567 -2.613 -2.167
H 1.452 -0.331 -5.143
H -0.536 -0.487 -6.613
H -2.809 -0.452 -5.572
H -2.977 -0.255 -3.098
C -1.848 -1.642 3.110
C -1.695 -0.223 2.658
O -1.316 0.005 1.505
C -2.003 0.893 3.554
C -2.143 0.702 4.930
C -2.406 1.782 5.753
C -2.553 3.050 5.203
C -2.435 3.244 3.832
C -2.156 2.171 3.007
H -1.822 -2.306 2.249
H -2.773 -1.781 3.666
H -1.017 -1.892 3.774
H -2.031 -0.284 5.362
H -2.502 1.639 6.820
H -2.769 3.891 5.849
H -2.566 4.231 3.410
H -2.079 2.301 1.935
*
```

Summary:
- E_HOMO (alpha / beta) (eV) = -10.663 / -11.860
- gap between HOMO and LUMO (alpha / beta) (eV) = 7.706 / 6.929
- LUMO level (alpha / beta) (eV) = -3.0 / -4.9

A 10-piece molecular cluster, C28H42FN3O40S10 overall at a distorted geometry, computed with the ωB97M-V functional and the def2-TZVPD basis.

Structure (ORCA input):
```
! wB97M-V def2-TZVPD RIJCOSX def2/J DEFGRID3
* xyz 0 1
O -2.909 1.987 2.497
C -2.592 2.717 1.517
O -1.186 2.973 1.350
C -3.736 3.243 0.530
C -4.384 4.646 0.933
C -3.493 5.778 1.489
C -4.036 7.230 1.877
C -2.907 8.256 2.395
O -3.070 8.800 3.511
N -1.731 8.431 1.510
C -1.953 9.527 0.537
O -2.858 9.413 -0.318
F -1.075 10.637 0.635
C -5.528 7.599 1.714
C -6.474 6.441 1.186
N -7.918 6.635 1.001
S -8.369 5.096 0.429
N -6.975 4.099 0.304
C -5.932 4.988 0.797
H -1.013 3.935 1.242
H -3.228 3.406 -0.502
H -4.481 2.391 0.380
H -2.379 5.544 1.624
H -1.513 7.583 0.966
H -5.925 8.643 1.955
O -2.301 -4.703 2.232
S -3.122 -3.540 2.404
O -4.476 -3.470 1.940
O -2.310 -2.258 1.829
C -2.149 -1.289 2.868
C -2.131 -2.087 4.163
O -3.095 -3.125 3.972
H -3.004 -0.609 2.836
H -1.229 -0.722 2.721
H -2.386 -1.478 5.030
H -1.157 -2.557 4.323
O -4.129 9.127 -6.250
S -2.940 9.837 -5.879
O -1.913 10.176 -6.817
O -2.261 9.066 -4.623
C -2.156 9.959 -3.513
C -3.300 10.948 -3.682
O -3.378 11.186 -5.088
H -1.187 10.463 -3.570
H -2.223 9.409 -2.574
H -3.128 11.879 -3.142
H -4.250 10.511 -3.360
O -7.164 7.409 -1.643
S -8.161 6.971 -2.575
O -9.564 7.005 -2.287
O -7.769 5.476 -3.068
C -7.609 5.467 -4.489
C -7.164 6.874 -4.853
O -7.908 7.733 -3.985
H -8.578 5.230 -4.939
H -6.875 4.712 -4.786
H -7.362 7.116 -5.897
H -6.101 7.019 -4.641
O 1.963 -2.096 7.103
S 1.564 -2.597 5.821
O 0.269 -3.160 5.575
O 2.691 -3.647 5.314
C 3.227 -3.210 4.065
C 3.092 -1.695 4.077
O 1.838 -1.441 4.714
H 2.630 -3.653 3.264
H 4.265 -3.531 3.963
H 3.108 -1.268 3.074
H 3.878 -1.233 4.681
O 9.126 -3.806 6.227
S 7.925 -4.468 5.810
O 7.767 -5.038 4.505
O 6.674 -3.474 6.096
C 5.746 -4.114 6.975
C 6.580 -5.070 7.815
O 7.556 -5.598 6.914
H 5.019 -4.657 6.365
H 5.227 -3.374 7.585
H 5.983 -5.871 8.250
H 7.109 -4.537 8.611
O -5.183 4.643 -5.354
S -4.460 3.401 -5.335
O -3.830 2.890 -4.156
O -3.370 3.431 -6.536
C -3.605 2.337 -7.423
C -5.096 2.053 -7.325
O -5.420 2.245 -5.947
H -3.017 1.483 -7.074
H -3.300 2.596 -8.437
H -5.349 1.041 -7.642
H -5.674 2.773 -7.912
O 8.166 -5.821 -1.425
S 9.340 -5.102 -1.024
O 10.386 -4.752 -1.937
O 9.994 -5.871 0.245
C 10.064 -4.981 1.361
C 8.917 -4.002 1.167
O 8.871 -3.760 -0.241
H 11.030 -4.470 1.329
H 9.979 -5.535 2.297
H 9.067 -3.071 1.713
H 7.963 -4.448 1.464
O 3.422 -5.895 1.941
S 4.510 -6.752 1.564
O 5.423 -7.308 2.517
O 5.362 -6.006 0.405
C 5.393 -6.822 -0.767
C 4.108 -7.633 -0.727
O 3.919 -7.957 0.654
H 6.271 -7.469 -0.708
H 5.461 -6.201 -1.661
H 4.168 -8.539 -1.331
H 3.252 -7.035 -1.054
O 2.133 -9.311 -2.655
S 3.101 -10.366 -2.742
O 4.513 -10.130 -2.702
O 2.762 -11.258 -4.054
C 2.530 -12.612 -3.664
C 1.995 -12.536 -2.243
O 2.736 -11.484 -1.624
H 3.485 -13.144 -3.699
H 1.825 -13.089 -4.346
H 2.126 -13.471 -1.698
H 0.937 -12.255 -2.233
*
```

Summary:
- E_HOMO (eV) = -9.093
- SMILES = O=C(O)Cc1cc(C(=O)NC(=O)F)cc2nsnc12.O=S1(=O)OCCO1.O=S1(=O)OCCO1.O=S1(=O)OCCO1.O=S1(=O)OCCO1.O=S1(=O)OCCO1.O=S1(=O)OCCO1.O=S1(=O)OCCO1.O=S1(=O)OCCO1.O=S1(=O)OCCO1
- gap between HOMO and LUMO (eV) = 7.550
- LUMO level (eV) = -1.5

C28H43Ge2O2V as an isolated structure at a distorted geometry, computed with the ωB97M-V functional and the def2-TZVPD basis.

Structure (ORCA input):
```
! wB97M-V def2-TZVPD RIJCOSX def2/J DEFGRID3
* xyz 1 4
V 0.857 1.197 0.102
C -2.238 -0.368 -3.751
C -0.920 0.081 -3.102
Ge -1.231 0.796 -1.324
C -1.922 2.631 -1.345
C -3.406 2.651 -1.735
C -2.409 -0.411 -0.401
C -2.109 -1.010 0.751
Ge -0.312 -0.635 1.479
C 1.002 -2.074 1.240
C 0.873 -3.328 2.113
C -0.339 0.128 3.280
C -1.139 -0.595 4.369
C -3.072 -1.910 1.455
C -2.663 -2.707 2.518
C -3.541 -3.558 3.174
C -4.866 -3.618 2.776
C -5.300 -2.817 1.725
C -4.415 -1.974 1.076
H -2.046 -0.790 -4.738
H -2.938 0.458 -3.881
H -2.736 -1.137 -3.159
H -0.419 0.833 -3.717
H -0.236 -0.764 -3.010
H -1.318 3.214 -2.042
H -1.776 3.057 -0.352
H -3.568 2.275 -2.745
H -3.789 3.673 -1.701
H -4.010 2.049 -1.053
H -3.363 -0.618 -0.890
H 1.975 -1.606 1.408
H 0.958 -2.348 0.184
H 0.872 -3.089 3.180
H 1.718 -3.995 1.931
H -0.031 -3.887 1.888
H -0.716 1.143 3.147
H 0.710 0.221 3.572
H -2.189 -0.705 4.101
H -1.094 -0.017 5.294
H -0.744 -1.588 4.587
H -1.642 -2.660 2.853
H -3.190 -4.169 3.997
H -5.560 -4.274 3.285
H -6.337 -2.846 1.414
H -4.784 -1.350 0.271
C 3.101 1.982 2.599
C 2.095 2.972 2.039
C 1.527 3.857 3.125
C 2.738 3.805 0.939
O 1.007 2.216 1.418
H 3.992 2.510 2.941
H 3.404 1.262 1.835
H 2.681 1.434 3.443
H 2.299 4.533 3.492
H 1.158 3.260 3.960
H 0.698 4.453 2.737
H 3.541 4.419 1.346
H 2.000 4.464 0.480
H 3.169 3.159 0.168
C 2.391 2.169 -3.096
C 2.241 0.808 -2.514
O 1.567 0.721 -1.369
C 2.749 -0.386 -3.114
C 3.411 -0.323 -4.351
C 3.890 -1.477 -4.945
C 3.726 -2.708 -4.321
C 3.072 -2.784 -3.094
C 2.588 -1.637 -2.493
H 1.848 2.901 -2.503
H 2.004 2.200 -4.118
H 3.442 2.469 -3.138
H 3.545 0.628 -4.848
H 4.391 -1.420 -5.902
H 4.106 -3.606 -4.790
H 2.942 -3.743 -2.610
H 2.080 -1.696 -1.541
*
```

Summary:
- E_HOMO (alpha / beta) (eV) = -9.733 / -10.953
- gap between HOMO and LUMO (alpha / beta) (eV) = 6.223 / 6.387
- LUMO level (alpha / beta) (eV) = -3.5 / -4.6

A 11-piece molecular cluster, C28H43N11O8S overall at a distorted geometry, computed with the ωB97M-V functional and the def2-TZVPD basis.

Structure (ORCA input):
```
! wB97M-V def2-TZVPD RIJCOSX def2/J DEFGRID3
* xyz 0 1
C 4.137 3.550 1.324
C 3.623 2.078 1.274
O 4.451 1.201 1.276
O 2.283 1.713 1.281
C 1.523 2.372 0.271
C 0.031 2.559 0.855
C -0.652 3.965 0.607
O -2.031 3.786 0.138
O -2.612 5.046 0.302
C -0.855 1.269 0.746
O -1.740 1.346 1.930
S -0.861 1.901 3.179
O -0.195 0.941 4.041
O -1.535 3.028 3.805
O 0.319 2.629 2.301
H 4.571 3.691 2.353
H 3.364 4.336 1.172
H 4.970 3.620 0.578
H 1.872 3.402 0.017
H 1.413 1.780 -0.675
H -0.667 4.512 1.593
H -0.014 4.593 -0.076
H -2.789 5.107 1.263
H -0.318 0.302 0.954
H -1.556 1.191 -0.116
C 4.836 6.423 3.990
C 3.973 6.634 2.810
N 3.293 6.814 1.891
H 4.436 5.626 4.598
H 5.845 6.155 3.670
H 4.881 7.334 4.582
C 0.593 5.345 5.083
C 1.932 5.851 5.461
N 2.974 6.240 5.754
H 0.219 4.674 5.854
H -0.099 6.179 4.970
H 0.653 4.803 4.139
C 0.755 -3.000 4.205
C -0.080 -2.748 3.012
N -0.733 -2.556 2.083
H 0.304 -3.785 4.811
H 1.753 -3.313 3.901
H 0.835 -2.091 4.801
C 3.005 -0.917 -2.781
C 1.651 -0.539 -2.338
N 0.544 -0.234 -2.036
H 3.386 -1.719 -2.150
H 2.982 -1.263 -3.823
H 3.674 -0.060 -2.707
C -0.648 -0.862 -6.176
C -0.394 -0.774 -4.728
N -0.155 -0.705 -3.598
H -0.142 -0.049 -6.699
H -0.265 -1.816 -6.541
H -1.718 -0.799 -6.373
C -2.635 -4.724 -7.054
C -1.300 -4.257 -6.629
N -0.263 -3.890 -6.298
H -3.039 -5.415 -6.315
H -3.308 -3.869 -7.153
H -2.561 -5.233 -8.015
C -2.905 -2.507 5.981
C -2.020 -3.689 6.061
N -1.329 -4.605 6.123
H -3.633 -2.535 6.791
H -2.313 -1.596 6.064
H -3.432 -2.504 5.027
C 3.596 -3.885 -5.863
C 4.918 -3.256 -5.610
N 5.953 -2.788 -5.443
H 2.799 -3.163 -5.688
H 3.542 -4.230 -6.894
H 3.458 -4.735 -5.196
C 0.866 -7.486 6.430
C 2.226 -7.051 6.816
N 3.282 -6.712 7.116
H 0.455 -8.141 7.198
H 0.217 -6.617 6.318
H 0.904 -8.027 5.485
C -6.313 -3.047 -8.433
C -4.988 -2.442 -8.173
N -3.959 -1.971 -7.971
H -7.096 -2.311 -8.258
H -6.367 -3.386 -9.467
H -6.468 -3.898 -7.770
C -6.014 2.053 -1.000
C -4.647 2.485 -0.625
N -3.581 2.829 -0.333
H -6.420 1.402 -0.227
H -6.661 2.923 -1.109
H -5.984 1.510 -1.944
*
```

Summary:
- E_HOMO (eV) = -7.369
- gap between HOMO and LUMO (eV) = 7.400
- LUMO level (eV) = 0.0

C28H43N9O5OsS3 as an isolated structure at a distorted geometry, computed with the ωB97M-V functional and the def2-TZVPD basis.

Structure (ORCA input):
```
! wB97M-V def2-TZVPD RIJCOSX def2/J DEFGRID3
* xyz 2 1
Os -0.731 -0.487 0.495
C -2.004 1.659 -1.195
N -2.333 0.999 0.087
C -2.499 2.058 1.105
C -3.601 0.262 -0.061
C -3.367 -0.980 -0.875
N -2.269 -1.780 -0.285
C -1.786 -2.727 -1.321
C -2.820 -2.602 0.827
H -2.793 2.371 -1.455
H -1.909 0.929 -1.997
H -1.059 2.178 -1.109
H -3.261 2.781 0.789
H -1.554 2.566 1.252
H -2.800 1.618 2.050
H -4.362 0.895 -0.529
H -3.967 0.003 0.926
H -3.110 -0.744 -1.907
H -4.281 -1.579 -0.909
H -2.638 -3.246 -1.768
H -1.128 -3.460 -0.873
H -1.251 -2.180 -2.098
H -3.559 -3.308 0.435
H -3.294 -1.968 1.564
H -2.005 -3.139 1.300
O 1.944 2.859 -0.134
S 1.618 1.244 0.063
O 2.910 0.676 0.201
O 0.853 0.881 -1.138
O 0.727 1.201 1.240
C 5.074 6.653 -0.875
C 4.341 6.307 -2.167
C 2.832 6.400 -2.030
N 2.357 5.353 -1.091
C 1.186 5.257 -0.542
S 0.709 3.863 0.363
N 0.231 6.210 -0.595
C 0.329 7.664 -0.460
O -0.584 8.293 -0.899
C 1.511 8.216 0.238
C 2.179 7.523 1.245
C 3.249 8.119 1.892
C 3.653 9.398 1.530
C 2.974 10.096 0.538
C 1.895 9.513 -0.102
H 6.152 6.645 -1.030
H 4.856 5.946 -0.070
H 4.792 7.649 -0.524
H 4.613 5.304 -2.510
H 4.632 6.997 -2.958
H 2.325 6.241 -2.983
H 2.556 7.377 -1.645
H 2.984 4.570 -0.942
H -0.731 5.894 -0.585
H 1.848 6.541 1.564
H 3.762 7.592 2.686
H 4.494 9.858 2.033
H 3.281 11.099 0.272
H 1.344 10.046 -0.867
C -0.130 -6.238 1.299
C 1.071 -5.427 1.789
C 1.210 -4.145 1.021
N 0.354 -3.191 1.058
N 0.661 -2.125 0.200
C 1.770 -2.360 -0.477
N 2.242 -1.615 -1.490
S 2.507 -3.868 -0.088
H -0.178 -7.192 1.822
H -0.055 -6.445 0.230
H -1.060 -5.701 1.485
H 1.986 -6.010 1.685
H 0.955 -5.184 2.846
H 1.831 -0.706 -1.649
H 3.191 -1.748 -1.793
N 0.319 -1.000 4.394
C 0.362 -1.083 3.057
N -0.809 -0.866 2.490
C -1.701 -0.629 3.562
C -3.074 -0.375 3.615
C -3.661 -0.199 4.849
C -2.915 -0.273 6.035
C -1.565 -0.537 6.009
C -0.984 -0.712 4.756
H 1.097 -1.146 5.014
H 1.268 -1.295 2.514
H -3.672 -0.325 2.724
H -4.724 -0.006 4.909
H -3.412 -0.128 6.985
H -0.985 -0.610 6.919
*
```

Summary:
- E_HOMO (eV) = -12.210
- gap between HOMO and LUMO (eV) = 6.878
- LUMO level (eV) = -5.3

| no. | DFT total energy (eV) |
| --- | --- |
| 1 | -151535.67197 |
| 2 | -227141.80741 |
| 3 | -172540.47011 |
| 4 | -73325.61788 |
| 5 | -88342.81054 |